Record 1
# C12H32F6N4O4P

A 5-piece molecular cluster, C12H32F6N4O4P overall (ωB97M-V/def2-TZVPD, OMol25).

Total charge ... +4
Gap between HOMO and LUMO (alpha / beta) ... 0.226 / 0.066 hartree
2S+1 ... 2
Lowest unoccupied orbital energy (alpha / beta) ... -14.2 / -18.5 eV

CARTESIAN COORDINATES (ANGSTROEM)
C  1.3788  -5.9333  -4.9583
C  1.6587  -4.5404  -4.3891
O  2.1816  -3.6917  -5.0586
N  1.3930  -4.4727  -2.8662
H  0.6661  -5.1083  -2.5700
H  2.2375  -4.8731  -2.4833
C  1.0889  -3.0309  -2.3586
H  1.6196  -5.8161  -6.0149
H  0.3144  -6.0519  -4.7557
H  1.9896  -6.7129  -4.5031
H  1.7330  -2.2993  -2.8465
H  1.3853  -3.1726  -1.3193
H  0.0360  -2.7708  -2.4669
C  6.6698  2.6414  1.3253
C  5.8222  1.5158  0.8413
O  6.2530  0.3892  0.5330
N  4.3462  1.8738  0.6050
H  4.0052  2.0596  1.5374
H  4.2899  2.7416  0.0913
C  3.5965  0.7710  -0.1085
H  6.4152  2.9738  2.3317
H  6.6142  3.5629  0.7457
H  7.6966  2.2942  1.4396
H  2.5126  0.8378  -0.0146
H  3.8886  -0.2009  0.2892
H  3.7767  0.9420  -1.1698
C  -2.8339  4.3743  3.1335
C  -1.5534  3.7100  2.5328
O  -0.8771  4.1111  1.6332
N  -1.4551  2.2250  2.9690
H  -2.3673  1.9440  3.2992
H  -1.4121  1.4827  2.2854
C  -0.3832  2.1375  4.1236
H  -2.9417  5.4463  2.9685
H  -2.8215  4.3029  4.2211
H  -3.7644  3.8628  2.8871
H  -0.7465  2.8178  4.8938
H  0.5584  2.5212  3.7307
H  -0.2863  1.1424  4.5579
C  -6.0224  0.2299  0.4787
C  -5.2990  0.7778  -0.7229
O  -5.1655  1.9553  -0.9960
N  -4.6846  -0.2475  -1.6662
H  -5.3402  -1.0118  -1.7442
H  -4.7423  0.2051  -2.5673
C  -3.2441  -0.4383  -1.3611
H  -6.8336  -0.3956  0.1062
H  -6.3527  1.0737  1.0845
H  -5.4209  -0.5059  1.0125
H  -3.1948  -0.9603  -0.4056
H  -2.6951  0.4905  -1.2060
H  -2.9311  -1.0395  -2.2148
P  -0.0858  -0.5474  0.7207
F  -0.3462  -1.5253  1.9894
F  -0.8660  -1.5609  -0.3036
F  -1.5569  0.0475  0.9832
F  0.2191  0.4242  -0.5615
F  0.6505  0.4549  1.7832
F  1.2268  -1.4324  0.4989

=====

Record 2
# C8H30O7

A 7-piece molecular cluster, C8H30O7 overall (ωB97M-V/def2-TZVPD, OMol25).

Total charge ... 0
Gap between HOMO and LUMO ... 0.349 hartree
ΔE to the lowest compared entry with this formula, charge and spin ... 176.3 kJ/mol
Structure (SMILES) ... CCO.CCO.CCO.CCO.O.O.O
2S+1 ... 1
Lowest unoccupied orbital energy ... 0.1 eV

CARTESIAN COORDINATES (ANGSTROEM)
C  -2.8947  -7.6405  2.3575
C  -4.2744  -8.0654  2.9820
O  -5.2930  -7.7009  2.0695
H  -2.4496  -6.6875  2.6435
H  -3.0426  -7.5596  1.2806
H  -2.2503  -8.4927  2.5733
H  -4.4190  -7.7846  4.0252
H  -4.1432  -9.1436  2.8903
H  -5.4225  -8.4082  1.4334
C  3.2294  -7.7673  1.7894
C  4.2442  -7.6567  0.7192
O  3.9473  -8.7011  -0.1228
H  3.3248  -6.8732  2.4054
H  3.2284  -8.6246  2.4626
H  2.2896  -7.5802  1.2700
H  5.2648  -7.6789  1.1011
H  4.2684  -6.7216  0.1598
H  4.6054  -8.7419  -0.8205
C  -1.4045  -5.2119  0.1463
C  -0.3166  -6.2872  0.2716
O  -0.0729  -6.8334  -1.0057
H  -2.2304  -5.5732  -0.4664
H  -0.9589  -4.4791  -0.5264
H  -1.6509  -4.7676  1.1107
H  -0.5333  -7.1435  0.9103
H  0.5722  -5.7528  0.6070
H  -0.7345  -7.4957  -1.2186
C  1.2809  -6.7615  5.0965
C  -0.1795  -6.7407  4.7071
O  -0.4310  -7.9815  4.0409
H  2.0094  -6.8686  4.2928
H  1.3604  -7.6287  5.7521
H  1.4102  -5.8190  5.6284
H  -0.4273  -5.8910  4.0709
H  -0.7582  -6.6021  5.6204
H  -0.1102  -8.7440  4.5280
O  1.7071  -10.3459  0.0766
H  1.2677  -10.4088  0.9247
H  2.4954  -9.8320  0.2522
O  0.4068  -9.9949  2.2623
H  -0.0368  -9.1908  2.5323
H  0.9398  -10.2405  3.0185
O  0.1246  -10.9718  5.0346
H  0.5908  -11.1898  5.8417
H  -0.4072  -11.7455  4.8482

=====

Record 3
# C2H4N2OS2

An isolated molecule of C2H4N2OS2 (ωB97M-V/def2-TZVPD, OMol25).

Total charge ... 0
Gap between HOMO and LUMO ... 0.277 hartree
ΔE to the lowest compared entry with this formula, charge and spin ... 314.3 kJ/mol
Structure (SMILES) ... NC(=S)C(=S)NO
2S+1 ... 1
Lowest unoccupied orbital energy ... -1.3 eV

CARTESIAN COORDINATES (ANGSTROEM)
N  1.0813  -1.6397  0.1142
C  0.9801  -0.3822  0.0354
S  2.1862  0.7037  -0.4152
C  -0.4172  0.0643  0.2267
S  -1.6515  -1.1589  -0.3670
N  -0.4851  1.3892  0.3299
O  -1.7658  1.9765  -0.2979
H  2.0392  -2.1698  0.0967
H  0.2473  -2.2438  0.1173
H  0.1576  2.1847  0.4337
H  -2.3721  1.2762  -0.2737

=====

Record 4
# C23H20FeN4O3Se4Te

C23H20FeN4O3Se4Te as an isolated structure (ωB97M-V/def2-TZVPD, OMol25).

Total charge ... -1
Gap between HOMO and LUMO (alpha / beta) ... 0.238 / 0.192 hartree
ΔE to the lowest compared entry with this formula, charge and spin ... 0.0 kJ/mol
2S+1 ... 6
Lowest unoccupied orbital energy (alpha / beta) ... 2.2 / 0.9 eV

CARTESIAN COORDINATES (ANGSTROEM)
Fe  0.4976  -1.5784  -0.2720
C  3.1044  -2.3958  -3.8516
O  2.1035  -1.8331  -4.6983
C  0.8048  -2.2168  -4.4578
C  0.1380  -2.8445  -5.4849
C  -1.2065  -3.2035  -5.3651
C  -1.8680  -2.9047  -4.1988
C  -1.2188  -2.2746  -3.1282
C  -2.0249  -1.8129  -2.0141
N  -1.5303  -1.4533  -0.8947
N  -2.3657  -0.7927  -0.0226
C  -1.6605  0.0368  0.7032
O  -0.3901  0.2117  0.6297
C  -2.4400  0.8491  1.6880
C  -3.8318  0.9045  1.6430
C  -4.5308  1.6612  2.5689
C  -3.8498  2.3692  3.5526
C  -2.4649  2.3158  3.6013
C  -1.7650  1.5610  2.6706
C  0.1553  -1.9122  -3.2215
O  0.8094  -1.2906  -2.2814
H  4.0420  -2.3395  -4.4058
H  2.8841  -3.4454  -3.6343
H  3.1885  -1.8470  -2.9180
H  0.6939  -3.0520  -6.3912
H  -1.7149  -3.6990  -6.1814
H  -2.9208  -3.1426  -4.0912
H  -3.0950  -1.6641  -2.1746
H  -4.3458  0.3439  0.8749
H  -5.6125  1.6999  2.5251
H  -4.3995  2.9578  4.2773
H  -1.9248  2.8634  4.3641
H  -0.6869  1.5077  2.6951
Se  0.8775  -4.0903  -1.0361
Se  1.7692  -5.4108  0.5338
Te  2.1512  -3.9564  2.5928
Se  0.4739  -2.1673  2.3071
C  1.7899  2.0730  -0.8468
N  2.0750  1.7173  0.5280
C  2.5808  0.5292  0.9270
Se  3.2432  -0.8167  -0.1226
N  2.5324  0.5005  2.2781
C  1.9629  1.6622  2.7603
C  1.6855  2.1043  4.0416
C  1.0930  3.3533  4.1645
C  0.7886  4.1258  3.0440
C  1.0744  3.6827  1.7599
C  1.6708  2.4402  1.6387
H  1.7608  1.1654  -1.4487
H  2.5519  2.7482  -1.2390
H  0.8098  2.5460  -0.8839
H  2.6399  -0.3733  2.7720
H  1.9038  1.4919  4.9060
H  0.8501  3.7306  5.1491
H  0.3118  5.0875  3.1772
H  0.8292  4.2773  0.8908